Record 1
Density functional theory data (wB97M-V/def2-TZVPD) for 3 unconnected molecules or ions with the total composition C47H63BN4O10P3S2Si.

Structure (XYZ):
```
131
Properties=species:S:1:pos:R:3
C 12.24 3.00 -2.25
C 11.77 3.40 -3.77
C 11.70 5.01 -4.07
C 10.52 5.82 -3.26
C 9.14 4.93 -3.13
C 7.78 5.89 -3.31
C 6.52 4.79 -3.42
C 5.32 5.50 -4.28
C 3.82 5.41 -3.54
N 3.12 4.25 -4.19
C 3.67 2.86 -3.99
N 4.70 2.34 -4.73
S 5.23 0.70 -4.47
N 2.76 2.30 -2.92
P 3.47 1.56 -1.48
S 4.68 2.85 -0.57
C 1.39 2.99 -2.79
C 1.01 3.58 -1.28
C 0.11 2.57 -0.36
O -1.30 2.88 -0.64
Si -2.42 1.88 0.27
C -1.76 0.16 0.80
C -3.21 2.91 1.73
C -3.92 1.53 -0.96
P 0.27 1.47 -3.28
O -1.25 1.86 -3.49
C 1.62 4.10 -4.01
B 1.18 3.63 -5.56
O 2.13 3.53 -6.70
O -0.26 3.35 -5.94
C -0.33 2.19 -6.83
C -1.79 1.40 -6.79
P 0.56 5.74 -3.93
N -0.96 5.21 -3.60
O 0.44 6.54 -5.48
O 1.00 6.78 -2.60
H 13.41 2.77 -2.32
H 12.03 3.82 -1.44
H 11.73 1.97 -1.98
H 12.60 2.97 -4.51
H 10.79 2.81 -4.00
H 11.66 5.17 -5.23
H 12.73 5.49 -3.71
H 10.94 6.11 -2.21
H 10.28 6.81 -3.87
H 9.05 4.33 -2.11
H 9.10 4.19 -4.06
H 7.58 6.52 -2.33
H 7.84 6.54 -4.29
H 6.88 3.85 -4.02
H 6.22 4.57 -2.31
H 5.29 5.14 -5.40
H 5.58 6.67 -4.33
H 3.34 6.46 -3.71
H 3.94 5.25 -2.37
H 5.19 2.93 -5.46
H 6.20 0.70 -3.43
H 4.32 0.40 -1.74
H 2.54 1.14 -0.46
H 1.98 3.88 -0.65
H 0.38 4.59 -1.32
H 0.29 2.91 0.77
H 0.40 1.44 -0.40
H -2.68 -0.61 0.83
H -1.04 -0.27 -0.05
H -1.21 0.25 1.83
H -3.52 3.95 1.24
H -4.21 2.38 2.04
H -2.46 3.11 2.60
H -4.72 0.80 -0.50
H -4.35 2.58 -1.28
H -3.39 1.09 -1.93
H 0.37 0.38 -2.30
H 0.71 0.85 -4.54
H 1.80 4.16 -7.40
H -0.19 2.59 -7.95
H 0.51 1.40 -6.64
H -1.86 0.57 -5.95
H -2.71 2.13 -6.72
H -1.89 0.82 -7.82
H -1.25 5.64 -2.68
H -0.46 6.24 -5.87
H 0.29 7.47 -2.44
C -6.45 -5.92 -0.98
C -6.08 -4.57 -0.98
C -5.14 -4.11 -0.06
C -4.57 -4.99 0.87
C -4.95 -6.33 0.88
C -5.89 -6.80 -0.06
C -4.40 -7.26 1.88
O -4.73 -8.44 1.89
C -3.44 -6.75 2.88
C -2.95 -7.61 3.87
C -2.03 -7.13 4.82
C -1.60 -5.81 4.76
C -2.09 -4.95 3.78
C -3.02 -5.42 2.84
C -3.56 -4.50 1.83
O -3.19 -3.33 1.78
H -7.17 -6.28 -1.71
H -6.53 -3.88 -1.69
H -4.86 -3.06 -0.06
H -6.18 -7.85 -0.07
H -3.28 -8.64 3.92
H -1.65 -7.80 5.59
H -0.88 -5.44 5.49
H -1.75 -3.92 3.75
C -7.64 -8.83 10.46
C -6.44 -9.24 9.88
C -5.74 -8.38 9.03
C -6.24 -7.10 8.77
C -7.45 -6.69 9.34
C -8.14 -7.56 10.19
C -8.02 -5.37 9.02
O -9.08 -5.01 9.52
C -7.29 -4.48 8.09
C -7.85 -3.24 7.74
C -7.16 -2.39 6.87
C -5.92 -2.77 6.36
C -5.37 -4.00 6.70
C -6.06 -4.86 7.56
C -5.49 -6.18 7.89
O -4.40 -6.52 7.44
H -8.18 -9.50 11.13
H -6.05 -10.24 10.08
H -4.80 -8.71 8.58
H -9.08 -7.25 10.65
H -8.81 -2.94 8.14
H -7.60 -1.43 6.60
H -5.38 -2.10 5.69
H -4.40 -4.29 6.29
```

E_LUMO   -4.7 eV
HOMO-LUMO gap   0.2192 Eh
Total charge   +1
Multiplicity   1

***

Record 2
Density functional theory data (wB97M-V/def2-TZVPD) for a molecular structure, C47H63BaGe2N9O7S2.

Structure (XYZ):
```
131
Properties=species:S:1:pos:R:3
Ba -0.32 -0.50 0.83
O -3.01 5.12 5.12
C -3.85 4.06 4.73
C -3.03 2.97 4.09
C -3.65 1.80 3.65
C -2.88 0.83 3.04
N -1.56 0.95 2.88
C -0.95 2.05 3.33
C -1.66 3.09 3.92
C 0.55 2.08 3.23
C 1.31 3.01 3.92
C 2.69 2.93 3.87
C 3.57 3.92 4.59
O 2.76 4.87 5.26
C 3.27 1.92 3.12
C 2.44 1.05 2.44
N 1.11 1.12 2.49
H -3.53 5.79 5.56
H -4.61 4.39 4.01
H -4.38 3.63 5.59
H -4.71 1.65 3.77
H -3.32 -0.09 2.67
H -1.17 3.99 4.26
H 0.85 3.78 4.52
H 4.22 4.40 3.86
H 4.20 3.37 5.29
H 3.33 5.51 5.69
H 4.35 1.81 3.05
H 2.86 0.26 1.83
N -2.85 0.35 -0.24
C -2.77 1.76 -0.62
C -3.83 2.19 -1.65
C -3.82 1.35 -2.94
C -4.19 2.13 -4.20
N -3.34 3.26 -4.53
C -2.07 3.18 -4.92
N -1.36 4.30 -5.07
N -1.55 2.02 -5.29
C -1.33 2.10 -1.11
O -1.17 3.00 -1.94
O -0.40 1.39 -0.59
H -2.75 -0.24 -1.06
H -3.75 0.14 0.17
H -2.91 2.36 0.29
H -3.71 3.25 -1.88
H -4.80 2.08 -1.17
H -4.54 0.54 -2.88
H -2.84 0.87 -3.05
H -5.19 2.56 -4.08
H -4.25 1.47 -5.07
H -3.63 4.17 -4.22
H -1.66 5.10 -4.54
H -0.37 4.19 -5.15
H -2.00 1.16 -5.02
H -0.54 1.96 -5.41
O -3.34 -5.76 0.27
C -3.56 -5.28 1.50
C -4.29 -6.08 2.38
C -4.56 -5.65 3.66
C -4.10 -4.41 4.11
C -3.36 -3.63 3.25
C -3.08 -4.03 1.94
C -2.28 -3.12 1.08
O -1.73 -2.10 1.61
N -2.22 -3.43 -0.21
N -1.63 -2.43 -0.99
C -1.49 -2.78 -2.20
S -0.85 -1.63 -3.39
C -1.28 -2.65 -4.83
C -1.08 -4.10 -4.43
S -1.90 -4.37 -2.84
H -2.90 -5.03 -0.24
H -4.64 -7.04 2.02
H -5.14 -6.28 4.32
H -4.31 -4.08 5.11
H -2.96 -2.67 3.57
H -0.62 -2.36 -5.64
H -2.32 -2.47 -5.11
H -0.02 -4.33 -4.33
H -1.52 -4.77 -5.16
C 2.28 -3.23 -2.08
Ge 3.31 -1.68 -1.50
C 4.26 -2.11 0.15
C 4.71 -1.42 -2.84
Ge 1.82 0.27 -1.35
C 2.86 1.71 -0.47
C 4.24 1.57 -0.28
C 5.00 2.61 0.23
C 4.40 3.82 0.57
C 3.03 3.97 0.39
C 2.27 2.92 -0.12
C 1.95 1.00 -3.20
C 2.02 0.13 -4.30
C 2.28 0.59 -5.59
C 2.51 1.94 -5.81
C 2.45 2.82 -4.73
C 2.15 2.36 -3.45
H 2.88 -4.13 -1.95
H 2.03 -3.14 -3.14
H 1.35 -3.34 -1.52
H 4.45 -3.18 0.15
H 3.71 -1.85 1.05
H 5.23 -1.60 0.16
H 5.33 -2.32 -2.85
H 5.35 -0.57 -2.61
H 4.31 -1.27 -3.84
H 4.74 0.64 -0.54
H 6.07 2.49 0.36
H 4.99 4.64 0.95
H 2.55 4.90 0.65
H 1.20 3.05 -0.24
H 1.88 -0.93 -4.14
H 2.34 -0.12 -6.41
H 2.75 2.30 -6.80
H 2.67 3.87 -4.89
H 2.11 3.07 -2.64
C 1.84 -4.67 3.85
N 1.83 -3.39 3.13
C 2.32 -2.23 3.85
C 1.36 -3.30 1.89
C 0.82 -4.55 1.25
O 1.35 -2.23 1.25
H 2.30 -4.51 4.82
H 2.43 -5.42 3.32
H 0.83 -5.05 4.00
H 3.40 -2.30 4.01
H 1.82 -2.16 4.82
H 2.10 -1.34 3.28
H 1.60 -5.32 1.18
H 0.46 -4.31 0.25
H 0.00 -4.96 1.83
```

E_LUMO (spin up / spin down)   -1.8 / -2.5 eV
ΔE to the lowest compared entry with this formula, charge and spin   0.0 kcal per mole
HOMO-LUMO gap (spin up / spin down)   0.2474 / 0.2516 Eh
Total charge   +1
Multiplicity   2

***

Record 3
Density functional theory data (wB97M-V/def2-TZVPD) for a molecular structure, C47H63CrFN2P2Si.

Structure (XYZ):
```
117
Properties=species:S:1:pos:R:3
Cr -0.01 -1.41 0.26
C -3.22 -0.89 -1.86
Si -0.67 0.94 0.11
C -0.90 2.40 -1.09
C -2.08 2.79 -1.73
C -2.03 3.70 -2.78
C -0.81 4.21 -3.21
C 0.37 3.84 -2.58
C 0.32 2.96 -1.50
P 1.62 2.38 -0.37
C 2.15 3.87 0.62
C 2.51 5.15 -0.14
C 2.91 6.27 0.84
C 1.78 6.57 1.83
C 1.41 5.30 2.59
C 1.03 4.17 1.63
C 3.04 1.89 -1.45
C 3.97 0.93 -0.65
C 5.35 0.85 -1.30
C 6.08 2.20 -1.21
C 5.09 3.38 -1.27
C 3.87 3.00 -2.12
C -1.49 1.53 1.71
C -2.15 2.76 1.79
C -2.69 3.22 2.98
C -2.52 2.47 4.13
C -1.87 1.24 4.08
C -1.39 0.73 2.87
P -0.47 -0.88 2.77
C 0.99 -0.53 3.84
C 2.04 -1.64 3.68
C 3.18 -1.47 4.70
C 3.37 0.00 5.12
C 3.11 0.91 3.92
C 1.64 0.82 3.47
C -1.33 -2.24 3.73
C -1.96 -3.23 2.72
C -2.90 -4.20 3.43
C -4.14 -3.44 3.92
C -3.79 -1.99 4.31
C -2.36 -1.92 4.85
H -4.20 -0.41 -1.97
H -3.15 -1.72 -2.57
H -2.44 -0.16 -2.10
H -3.03 2.37 -1.43
H -2.95 3.99 -3.28
H -0.78 4.91 -4.04
H 1.31 4.25 -2.92
H 3.03 3.53 1.19
H 1.64 5.48 -0.72
H 3.33 4.99 -0.83
H 3.18 7.17 0.28
H 3.80 5.95 1.40
H 0.90 6.92 1.27
H 2.08 7.36 2.52
H 0.57 5.49 3.27
H 2.26 4.98 3.21
H 0.14 4.46 1.08
H 0.79 3.28 2.20
H 2.54 1.32 -2.23
H 3.49 -0.04 -0.57
H 4.09 1.29 0.38
H 5.23 0.54 -2.34
H 5.95 0.07 -0.81
H 6.79 2.28 -2.04
H 6.65 2.25 -0.29
H 5.58 4.26 -1.68
H 4.76 3.64 -0.26
H 4.23 2.62 -3.08
H 3.27 3.88 -2.35
H -2.23 3.37 0.90
H -3.20 4.17 3.01
H -2.90 2.84 5.08
H -1.72 0.71 5.00
H 0.64 -0.52 4.88
H 2.41 -1.59 2.65
H 1.59 -2.63 3.80
H 4.11 -1.83 4.25
H 3.01 -2.09 5.58
H 4.38 0.15 5.50
H 2.68 0.25 5.93
H 3.77 0.61 3.10
H 3.35 1.95 4.17
H 1.60 0.91 2.37
H 1.05 1.64 3.89
H -0.48 -2.74 4.20
H -1.17 -3.75 2.18
H -2.54 -2.69 1.98
H -2.38 -4.68 4.26
H -3.19 -5.00 2.74
H -4.57 -3.95 4.79
H -4.90 -3.43 3.14
H -4.49 -1.62 5.06
H -3.87 -1.33 3.44
H -2.25 -2.67 5.64
H -2.17 -0.97 5.32
C -4.21 -2.33 -0.07
C -4.15 -3.63 -0.37
C -2.91 -4.21 -0.83
C -1.78 -3.46 -0.70
N -1.77 -2.16 -0.31
C -3.04 -1.45 -0.44
C -0.42 -4.04 -0.86
C -0.15 -5.32 -1.33
C 1.15 -5.74 -1.46
C 2.18 -4.87 -1.11
C 1.85 -3.63 -0.63
N 0.58 -3.22 -0.51
H -5.10 -1.87 0.35
H -5.01 -4.28 -0.21
H -2.86 -5.25 -1.11
H -3.01 -0.60 0.26
H -0.97 -5.96 -1.61
H 1.37 -6.73 -1.84
H 3.22 -5.16 -1.19
H 2.59 -2.90 -0.31
F 1.82 -0.99 0.62
```

E_LUMO (spin up / spin down)   0.2 / 0.1 eV
ΔE to the lowest compared entry with this formula, charge and spin   20.0 kcal per mole
HOMO-LUMO gap (spin up / spin down)   0.2171 / 0.2339 Eh
Total charge   0
Multiplicity   5

***

Record 4
Density functional theory data (wB97M-V/def2-TZVPD) for a molecular structure, C47H64BIN2PPt.

Structure (XYZ):
```
117
Properties=species:S:1:pos:R:3
Pt 0.86 0.60 0.66
C 4.42 3.12 1.14
C 4.56 1.60 1.17
P 3.24 0.64 0.31
C 4.03 -1.03 0.33
C 5.35 -1.28 -0.39
C 3.31 1.32 -1.40
C 4.64 1.49 -2.13
H 5.32 3.60 1.55
H 3.57 3.46 1.72
H 4.29 3.49 0.12
H 4.56 1.24 2.21
H 5.53 1.31 0.75
H 3.26 -1.72 -0.02
H 4.13 -1.24 1.40
H 5.22 -1.29 -1.47
H 5.74 -2.26 -0.10
H 6.12 -0.55 -0.14
H 2.83 2.30 -1.30
H 2.60 0.73 -1.99
H 5.39 1.99 -1.51
H 4.50 2.10 -3.02
H 5.06 0.53 -2.45
I -0.78 3.72 1.70
C 0.87 2.69 0.73
H 0.97 3.24 -0.21
H 1.68 3.03 1.38
C -0.74 4.59 -2.13
C -1.31 3.17 -2.14
C -2.70 3.19 -2.78
C -0.44 2.16 -2.85
C 0.37 2.58 -3.90
C 1.11 1.67 -4.65
C 1.06 0.33 -4.33
C 0.28 -0.13 -3.26
C 0.31 -1.60 -2.94
C -0.40 -2.43 -4.01
C 1.75 -2.08 -2.75
C -0.47 0.79 -2.52
N -1.30 0.35 -1.44
B -1.09 0.51 0.01
N -2.45 0.27 0.55
C -3.26 -0.18 -0.51
C -2.59 -0.13 -1.67
C -3.13 0.67 1.75
C -4.15 1.66 1.68
C -4.88 1.95 2.82
C -4.62 1.34 4.03
C -3.61 0.40 4.10
C -2.86 0.05 2.98
C -1.83 -1.04 3.10
C -1.12 -1.09 4.45
C -2.47 -2.40 2.79
C -4.48 2.44 0.42
C -4.62 3.95 0.70
C -5.78 1.97 -0.23
H -1.32 5.21 -1.45
H -0.78 5.05 -3.12
H 0.30 4.61 -1.80
H -1.41 2.86 -1.10
H -2.63 3.52 -3.82
H -3.35 3.89 -2.25
H -3.17 2.21 -2.76
H 0.41 3.63 -4.16
H 1.72 2.02 -5.47
H 1.64 -0.38 -4.90
H -0.22 -1.75 -2.00
H 0.10 -2.33 -4.98
H -1.44 -2.10 -4.14
H -0.41 -3.48 -3.73
H 2.33 -1.96 -3.67
H 1.77 -3.14 -2.49
H 2.23 -1.52 -1.95
H -4.27 -0.52 -0.33
H -2.93 -0.40 -2.66
H -5.66 2.70 2.77
H -5.20 1.59 4.91
H -3.39 -0.08 5.05
H -1.06 -0.84 2.35
H -1.80 -1.41 5.25
H -0.72 -0.11 4.72
H -0.30 -1.80 4.41
H -3.23 -2.63 3.55
H -1.73 -3.20 2.80
H -2.96 -2.39 1.82
H -3.66 2.30 -0.28
H -5.55 4.17 1.23
H -4.65 4.50 -0.24
H -3.79 4.33 1.29
H -6.62 2.14 0.45
H -5.76 0.91 -0.49
H -5.97 2.54 -1.14
C -0.07 -6.04 -1.56
C 1.13 -5.53 -1.06
C 1.17 -4.34 -0.37
C -0.01 -3.58 -0.13
C -1.22 -4.13 -0.66
C -1.24 -5.32 -1.34
C -0.09 -2.35 0.56
C 0.85 -1.44 1.17
C 1.61 -1.78 2.35
C 2.03 -0.75 3.24
C 2.86 -1.01 4.32
C 3.30 -2.30 4.58
C 2.88 -3.33 3.75
C 2.05 -3.08 2.67
H -0.08 -6.98 -2.10
H 2.06 -6.07 -1.22
H 2.12 -3.97 -0.03
H -2.14 -3.57 -0.51
H -2.19 -5.69 -1.73
H -1.11 -1.97 0.59
H 1.68 0.25 3.07
H 3.15 -0.19 4.97
H 3.95 -2.51 5.43
H 3.20 -4.35 3.94
H 1.77 -3.91 2.04
```

E_LUMO (spin up / spin down)   2.4 / 2.0 eV
ΔE to the lowest compared entry with this formula, charge and spin   14.7 kcal per mole
HOMO-LUMO gap (spin up / spin down)   0.1960 / 0.2431 Eh
Total charge   -1
Multiplicity   3